(1)
{
  "formula": "C47H49F3N5O5S3V",
  "method": "ωB97M-V/def2-TZVPD",
  "symbols": ["V", "F", "C", "F", "F", "S", "O", "O", "O", "S", "C", "N", "C", "C", "C", "C", "C", "C", "H", "H", "H", "H", "H", "C", "S", "O", "C", "C", "C", "C", "C", "C", "H", "H", "H", "H", "H", "H", "H", "H", "C", "C", "C", "C", "C", "C", "C", "C", "C", "C", "C", "C", "C", "C", "C", "H", "H", "H", "H", "H", "H", "H", "H", "H", "H", "C", "N", "N", "C", "O", "C", "C", "C", "C", "C", "C", "C", "C", "C", "H", "H", "H", "H", "H", "H", "H", "H", "H", "H", "H", "H", "C", "C", "N", "C", "C", "C", "C", "N", "H", "H", "H", "H", "H", "H", "H", "H", "H", "H", "H", "H", "H", "H"],
  "positions_angstrom": [[0.123145, -0.045531, -0.680948], [2.585519, 4.184857, -1.618076], [1.607007, 3.281099, -1.464300], [0.481545, 3.845181, -1.936886], [1.889438, 2.247619, -2.264634], [1.269396, 2.696449, 0.292134], [0.983841, 3.912829, 0.996782], [2.477006, 2.016190, 0.705230], [0.113867, 1.873094, 0.032861], [-1.885735, -1.650310, 3.839953], [-1.317539, -1.392316, 2.194863], [-0.577876, -0.338025, 2.007039], [-0.399717, 0.362702, 3.150615], [0.356840, 1.532778, 3.317697], [0.427188, 2.114894, 4.563844], [-0.229745, 1.571553, 5.663798], [-0.975371, 0.405286, 5.530945], [-1.045761, -0.186380, 4.289858], [-1.540343, -2.123454, 1.446158], [0.860529, 1.975720, 2.476324], [1.002884, 3.020943, 4.683518], [-0.166210, 2.057398, 6.626081], [-1.487346, -0.028391, 6.376609], [2.075595, -2.035318, 2.015419], [2.093707, -0.278033, 1.388959], [2.043677, -0.492469, -0.069195], [3.875826, -0.196907, 1.738237], [4.730474, -0.447456, 0.682405], [6.095769, -0.486230, 0.894995], [6.597455, -0.264107, 2.167533], [5.737245, 0.007632, 3.220523], [4.367829, 0.045959, 3.009109], [2.869546, -2.594287, 1.530972], [1.112060, -2.460655, 1.750762], [2.214597, -2.021952, 3.091476], [4.288310, -0.609829, -0.290248], [6.762246, -0.694464, 0.069953], [7.664494, -0.284082, 2.337459], [6.137255, 0.184452, 4.209540], [3.690890, 0.257759, 3.826062], [0.588857, -0.323591, -2.470625], [0.863095, -0.907717, -3.521932], [0.983101, -1.686127, -4.665995], [-0.274871, -2.089990, -5.246933], [-0.461241, -2.379509, -6.608999], [-1.709699, -2.688573, -7.110024], [-2.821015, -2.733255, -6.279797], [-2.659696, -2.452596, -4.926460], [-1.420601, -2.130505, -4.422607], [2.286184, -2.135672, -5.051333], [3.413325, -1.531041, -4.454219], [4.683656, -1.998726, -4.684323], [4.906682, -3.082582, -5.525748], [3.815427, -3.687479, -6.129581], [2.534166, -3.228171, -5.904114], [0.373486, -2.317596, -7.292380], [-1.829563, -2.885694, -8.170370], [-3.799030, -2.962687, -6.683773], [-3.518035, -2.490648, -4.263357], [-1.298464, -1.896938, -3.371233], [3.266351, -0.690489, -3.789465], [5.521816, -1.514548, -4.201310], [5.911008, -3.448703, -5.697347], [3.971765, -4.549014, -6.769514], [1.706773, -3.755611, -6.357263], [-0.310413, -5.639016, -3.138958], [0.366943, -5.061707, -1.985048], [-0.464833, -4.161162, -1.296577], [0.176258, -2.921079, -1.166004], [-0.378300, -1.924625, -0.646845], [1.470304, -3.101654, -1.720276], [1.558917, -4.357449, -2.228953], [2.676930, -5.005205, -2.954041], [-1.550541, -4.646306, -0.592699], [-2.581723, -3.783053, -0.202941], [-3.653424, -4.258373, 0.522642], [-3.743409, -5.604751, 0.852320], [-2.729515, -6.468954, 0.462660], [-1.642204, -6.003891, -0.247986], [-1.264462, -6.039641, -2.801829], [0.301063, -6.443244, -3.539282], [-0.496154, -4.889821, -3.916233], [2.209873, -2.330728, -1.724439], [3.545647, -4.354309, -2.940402], [2.407765, -5.178882, -3.995627], [2.940823, -5.959761, -2.500137], [-2.511753, -2.743843, -0.484925], [-4.433504, -3.577936, 0.836450], [-4.592257, -5.977732, 1.405545], [-2.779492, -7.517054, 0.729552], [-0.840339, -6.672800, -0.524137], [-4.962296, -0.737984, -0.814800], [-4.566444, 0.737980, -0.805515], [-3.811627, 1.157057, -1.967624], [-4.564101, 1.606865, -3.121791], [-4.918446, 0.479971, -4.100386], [-2.448783, 0.981074, -2.021895], [-1.721471, 1.600531, -3.177908], [-1.771908, 0.346400, -1.129832], [-5.470488, -0.995585, 0.110056], [-4.085486, -1.368531, -0.918605], [-5.631091, -0.953279, -1.641563], [-3.977974, 0.955603, 0.090780], [-5.468258, 1.355082, -0.751975], [-3.992362, 2.367951, -3.654310], [-5.485846, 2.082871, -2.769325], [-4.033769, -0.105821, -4.340255], [-5.318815, 0.895563, -5.023686], [-5.671029, -0.182333, -3.679182], [-1.821569, 2.685266, -3.149925], [-2.082431, 1.223457, -4.131841], [-0.668884, 1.329574, -3.079877], [-2.319597, -0.032158, -0.361520]],
  "atomic_forces_ev_per_a": [[-0.0903, 0.6592, 2.1276], [0.0068, -0.0922, 0.5549], [-0.1034, -0.4425, -0.4885], [-0.0929, 0.1304, 0.1467], [0.1472, 0.2684, 0.3760], [1.7006, 2.5457, -1.5604], [-0.2209, 0.0872, 0.3510], [-0.0255, 0.3656, -0.0358], [-0.6371, -0.1393, 0.4265], [0.4535, 0.5345, -0.6220], [0.3061, 0.6998, 0.9625], [-1.0430, -1.4461, -1.4123], [-0.1653, 0.6616, 1.9467], [-0.2983, -0.2530, -0.1670], [0.1088, 0.1342, -0.0766], [-0.3472, -0.5168, 0.0394], [0.2419, 0.5524, 0.5379], [0.0062, -0.3178, -0.8417], [-0.0453, -0.1338, -0.4351], [-0.0384, 0.0013, 0.3036], [0.0389, 0.0753, -0.0245], [0.0161, 0.0236, 0.0779], [-0.0325, -0.0065, 0.1072], [-0.3636, 0.6602, -0.2157], [2.0770, -1.9542, 2.1999], [0.2651, -0.3371, -1.2434], [-0.1154, 0.2165, -0.0638], [-0.2538, -0.0120, -0.1792], [0.0472, -0.0070, 0.0505], [0.1175, 0.0603, 0.0130], [0.0203, -0.0220, 0.0411], [-0.1749, -0.0120, -0.0053], [0.1045, 0.0772, -0.0955], [-0.0981, -0.0111, 0.0178], [-0.0065, -0.0251, 0.1968], [0.0919, -0.0059, -0.1524], [0.0431, 0.0191, -0.0391], [0.0761, -0.0268, 0.0265], [-0.0080, 0.0377, 0.0499], [-0.0602, 0.0387, 0.0842], [1.2852, -0.2964, -2.8351], [-0.2008, 0.6059, 0.8885], [0.0964, -0.4109, -0.6689], [0.4020, 0.0264, 0.1420], [-0.0158, -0.1826, -0.1878], [-0.1168, -0.0749, -0.0822], [-0.3535, -0.0671, -0.1339], [-0.1130, -0.0518, -0.0814], [-0.2252, -0.0278, 0.0884], [-0.6883, 0.2453, 0.1023], [0.3874, 0.0833, 0.1520], [0.0646, 0.0154, 0.0195], [0.4653, -0.2277, -0.0540], [0.0457, -0.0724, -0.0626], [0.0262, -0.2162, -0.2828], [0.0993, 0.0344, 0.0129], [0.0288, 0.0099, -0.0102], [-0.0344, -0.0372, -0.0068], [-0.0217, -0.0116, 0.0381], [-0.0207, 0.0484, -0.0130], [-0.1031, 0.0363, 0.0153], [0.1087, 0.0772, 0.0487], [0.0272, -0.0179, -0.0344], [-0.0348, -0.0242, -0.0616], [-0.0802, -0.0024, -0.0290], [-0.1748, 0.0380, -0.3043], [0.3623, 0.0596, 0.5358], [0.5002, 0.5438, -0.5177], [-0.6258, -0.0669, -0.1421], [-0.2667, -2.5007, 0.4857], [0.3952, -0.4895, -0.0417], [-0.4023, 0.4628, 0.3908], [-0.1360, 0.0161, -0.0243], [-0.6324, -0.3044, 0.4859], [0.3143, 0.1396, -0.2444], [-0.1490, -0.2707, 0.1525], [0.0309, -0.0050, 0.0373], [-0.2184, 0.0339, 0.0859], [0.3190, 0.3072, -0.1511], [0.0320, -0.1290, -0.1163], [0.0197, -0.0526, 0.0061], [0.0214, 0.0411, 0.0248], [0.2037, 0.1418, -0.1047], [0.0440, 0.1021, -0.1128], [0.0654, 0.0329, -0.1139], [-0.0393, -0.0963, 0.0749], [-0.0151, 0.0055, -0.0495], [-0.0514, 0.0721, -0.0587], [-0.0649, -0.0130, 0.0664], [-0.0071, -0.0110, -0.0253], [0.0373, -0.0087, -0.0295], [0.0247, 0.2041, 0.0221], [0.0030, -0.1734, 0.0391], [0.0824, 0.1341, 0.2733], [-0.1058, -0.0582, -0.4321], [0.0346, 0.2408, 0.1532], [-0.2872, 0.0724, -0.2458], [0.2214, -0.0729, 0.2046], [-1.6290, 0.2580, 0.0785], [-0.0888, -0.0738, 0.1799], [0.0986, -0.1180, -0.0555], [-0.0741, -0.0750, -0.0903], [-0.0418, 0.0642, -0.0170], [0.0956, 0.0051, 0.0141], [-0.0485, -0.0096, 0.1130], [0.1582, 0.0200, 0.0416], [0.0406, -0.0550, -0.0641], [-0.0297, 0.0273, -0.0918], [-0.0318, -0.1114, 0.0099], [-0.1147, 0.0883, -0.0115], [-0.0233, -0.0423, -0.0928], [-0.1203, 0.0340, -0.1307], [-0.4032, 0.0431, -0.1505]],
  "e_homo_ev": [-1.4, -2.0],
  "gap_ev": [3.285, 3.902],
  "energy_ha": -4908.5288,
  "total_charge": -1,
  "multiplicity": 4,
  "s2": 3.7947
}

(2)
{
  "formula": "C47H50AsF3IN4PPbSSi2",
  "method": "ωB97M-V/def2-TZVPD",
  "symbols": ["Pb", "I", "C", "C", "C", "C", "C", "C", "C", "C", "C", "P", "C", "C", "C", "C", "C", "C", "C", "C", "C", "C", "C", "C", "C", "H", "H", "H", "H", "H", "H", "H", "H", "H", "H", "H", "H", "H", "H", "H", "H", "F", "C", "F", "F", "C", "C", "C", "C", "N", "C", "S", "H", "H", "H", "C", "C", "C", "C", "N", "C", "C", "C", "C", "C", "C", "N", "H", "H", "H", "H", "H", "H", "H", "H", "C", "C", "C", "N", "H", "H", "H", "H", "H", "C", "Si", "C", "C", "As", "Si", "C", "C", "C", "H", "H", "H", "H", "H", "H", "H", "H", "H", "H", "H", "H", "H", "H", "H", "H", "H", "H"],
  "positions_angstrom": [[-0.240275, 0.592019, -1.278665], [2.627128, 0.298219, -2.714495], [3.086472, -1.759469, -2.926460], [3.526136, -2.001497, -4.199355], [4.023394, -3.265189, -4.572266], [4.101122, -4.239158, -3.631759], [3.646890, -4.022844, -2.306288], [3.788294, -5.087268, -1.386399], [3.382236, -4.943516, -0.097600], [2.759781, -3.749775, 0.293450], [2.548757, -2.696191, -0.562752], [1.421048, -1.395888, 0.236184], [-0.044142, -2.586261, -0.596210], [-0.873291, -3.494019, 0.067119], [-1.791320, -4.289519, -0.611784], [-1.926175, -4.190493, -1.990704], [-1.110793, -3.305576, -2.681280], [-0.184528, -2.537137, -1.986249], [3.018557, -0.844972, 1.299414], [3.077641, -0.708907, 2.690932], [4.207116, -0.216012, 3.342488], [5.325123, 0.164280, 2.617010], [5.299910, 0.030168, 1.234522], [4.171013, -0.469958, 0.601551], [3.065799, -2.773554, -1.902395], [3.518188, -1.203723, -4.929006], [4.366878, -3.430889, -5.584923], [4.515598, -5.210347, -3.874785], [4.233717, -6.011216, -1.735174], [3.506984, -5.749369, 0.614785], [2.388951, -3.665682, 1.309873], [-0.794281, -3.605027, 1.143726], [-2.410220, -4.987315, -0.058386], [-2.649243, -4.799831, -2.518287], [-1.189305, -3.218234, -3.759322], [0.481560, -1.902328, -2.569439], [2.228567, -0.996055, 3.296840], [4.209973, -0.137192, 4.423967], [6.204384, 0.548235, 3.119168], [6.164108, 0.311847, 0.644433], [4.203528, -0.569823, -0.477734], [2.742538, 6.706683, -0.689946], [2.212628, 5.685340, -1.401268], [3.013951, 5.520915, -2.473186], [1.033999, 6.113012, -1.850460], [2.142560, 4.434694, -0.563188], [3.034701, 4.326160, 0.491097], [3.044116, 3.195403, 1.289094], [2.131569, 2.204792, 0.990049], [1.282406, 2.282217, -0.031408], [1.275515, 3.361813, -0.853181], [0.199973, 3.255011, -2.203001], [3.719478, 5.139617, 0.690123], [3.734276, 3.077603, 2.112431], [2.080621, 1.301858, 1.581247], [-0.583021, 0.174228, -6.210958], [-1.444074, 1.185025, -6.600741], [-2.307733, 1.727684, -5.665460], [-2.277169, 1.246165, -4.360698], [-1.428905, 0.290156, -3.977349], [-0.612035, -0.233709, -4.887115], [-3.211209, 1.784554, -3.325785], [-4.457071, 2.289161, -3.680592], [-5.264353, 2.844386, -2.701943], [-4.800748, 2.884126, -1.399323], [-3.557286, 2.332568, -1.134368], [-2.785799, 1.778567, -2.061872], [0.107993, -0.282935, -6.905624], [-1.440964, 1.553606, -7.618135], [-2.976885, 2.531999, -5.936922], [0.059960, -1.011291, -4.539662], [-4.796864, 2.232102, -4.705396], [-6.239557, 3.239235, -2.955738], [-5.385456, 3.319792, -0.600771], [-3.157011, 2.332961, -0.125409], [-0.333875, -1.094951, 4.932972], [-0.686557, -1.949752, 3.717947], [-0.264467, -1.332728, 2.396958], [0.685873, -1.841950, 1.768604], [-0.709344, -1.556746, 5.847052], [-0.759649, -0.093757, 4.862839], [0.747672, -0.987051, 5.028541], [-1.761355, -2.150477, 3.700287], [-0.175031, -2.910819, 3.786482], [-3.885779, -0.648786, 4.194157], [-3.539457, -0.457006, 2.355251], [-4.773693, 0.782470, 1.688095], [-3.830667, -2.090236, 1.490253], [-1.361367, 0.235790, 1.685546], [-0.963985, 2.139794, 3.065082], [-1.052803, 3.625215, 1.913897], [0.680310, 2.050319, 3.962607], [-2.311755, 2.407763, 4.338231], [-4.303502, -1.641621, 4.376965], [-4.625319, 0.093130, 4.503215], [-3.017600, -0.536568, 4.838016], [-5.767001, 0.523928, 2.066265], [-4.805545, 0.748278, 0.598016], [-4.559052, 1.810641, 1.991871], [-4.522268, -2.715698, 2.059848], [-2.907184, -2.651982, 1.340381], [-4.258220, -1.920619, 0.499115], [-1.073873, 3.356030, 0.855572], [-0.186355, 4.276857, 2.058389], [-1.951573, 4.209481, 2.128996], [1.262877, 1.161031, 3.714291], [0.512781, 2.047081, 5.042070], [1.287024, 2.921994, 3.709865], [-3.293305, 2.487071, 3.864543], [-2.103939, 3.362060, 4.832556], [-2.367444, 1.637780, 5.106946]],
  "atomic_forces_ev_per_a": [[-0.2751, 0.2461, 0.2450], [0.1195, -0.0245, -0.0588], [-0.0311, 0.0268, 0.1466], [0.0439, -0.1732, -0.0451], [-0.0081, 0.0913, -0.0378], [-0.0086, -0.0269, 0.0510], [-0.0097, 0.0469, 0.0053], [0.0038, 0.0095, -0.0380], [0.0097, -0.0259, 0.0401], [-0.0182, 0.0069, 0.0372], [0.0124, 0.1590, -0.0592], [0.0919, -0.2117, -0.0548], [0.0736, 0.0491, 0.0671], [-0.0294, -0.0433, -0.0365], [0.0288, 0.0458, -0.0593], [0.0184, 0.0049, 0.0574], [0.0090, 0.0225, 0.0494], [-0.0072, 0.0063, -0.0500], [-0.1403, -0.0184, 0.0770], [0.0407, 0.0249, -0.0197], [-0.0455, -0.0069, -0.0437], [-0.0385, 0.0029, -0.0056], [-0.0408, -0.0007, -0.0148], [0.0014, -0.0128, -0.0598], [0.0109, -0.0432, -0.0973], [0.0123, -0.0031, -0.0014], [-0.0141, 0.0026, 0.0050], [-0.0103, 0.0034, 0.0129], [0.0011, 0.0114, 0.0003], [-0.0045, 0.0211, 0.0119], [0.0030, -0.0121, -0.0125], [0.0088, -0.0287, -0.0558], [0.0022, -0.0008, -0.0039], [0.0086, -0.0028, 0.0005], [-0.0069, -0.0043, 0.0044], [-0.0149, 0.0167, 0.0385], [0.0359, -0.0422, -0.0253], [-0.0057, 0.0039, 0.0016], [0.0022, -0.0039, -0.0054], [0.0026, 0.0018, 0.0028], [-0.0093, -0.0318, 0.0489], [0.0512, 0.0372, 0.0116], [0.0669, -0.1258, 0.0098], [-0.0009, -0.0314, -0.0765], [-0.1528, 0.0381, 0.0187], [0.0335, 0.0834, 0.0045], [-0.0583, 0.0566, 0.0434], [0.0135, 0.0228, 0.0173], [-0.1311, -0.0185, -0.0224], [0.0654, 0.0807, -0.0812], [0.0186, -0.1444, 0.0263], [0.0847, -0.0332, -0.0243], [-0.0013, -0.0039, -0.0065], [-0.0188, -0.0141, -0.0085], [0.0044, 0.0487, -0.0197], [0.0081, -0.0118, -0.0069], [0.0056, 0.0026, -0.0223], [-0.0046, 0.0135, 0.0167], [-0.1164, -0.0816, 0.0254], [0.0541, -0.0092, 0.0059], [0.0052, 0.0688, 0.0216], [0.1224, 0.0155, -0.0576], [-0.0418, 0.0229, -0.0423], [-0.0010, -0.0160, -0.0138], [0.0141, 0.0193, 0.0148], [0.0778, -0.0303, 0.0240], [-0.0662, 0.0065, 0.0042], [-0.0093, 0.0060, -0.0016], [0.0029, -0.0038, -0.0019], [0.0118, 0.0009, 0.0027], [-0.0047, -0.0024, 0.0106], [0.0061, 0.0167, 0.0083], [0.0076, 0.0005, -0.0012], [0.0030, -0.0103, -0.0025], [-0.0045, 0.0036, -0.0180], [-0.0041, -0.0382, -0.0494], [-0.0420, 0.0055, -0.0261], [0.0504, 0.0519, 0.0691], [0.1390, -0.0373, -0.0709], [-0.0002, 0.0014, -0.0011], [-0.0388, 0.0019, -0.0048], [-0.0226, 0.0086, 0.0086], [0.0050, 0.0067, 0.0109], [-0.0099, -0.0311, -0.0046], [0.0753, 0.0358, 0.1192], [-0.0567, -0.0293, -0.2025], [-0.0048, 0.1096, -0.0561], [0.0552, -0.0767, -0.0338], [0.0558, -0.1540, 0.2121], [-0.0323, 0.0842, -0.0492], [-0.0087, 0.0098, -0.1086], [0.1341, -0.0953, -0.0228], [-0.1080, -0.0242, 0.0245], [-0.0214, 0.0190, -0.0026], [0.0151, -0.0132, 0.0183], [0.0447, -0.0011, 0.0319], [-0.0011, 0.0062, -0.0188], [-0.0327, -0.0104, 0.0501], [-0.0212, -0.0286, 0.0036], [-0.0335, 0.0211, -0.0238], [-0.0759, 0.0212, 0.0535], [0.0349, -0.0175, -0.0057], [0.0264, 0.0052, 0.0205], [-0.0247, -0.0033, -0.0039], [0.0221, 0.0081, -0.0062], [-0.0114, 0.0541, 0.0160], [0.0091, 0.0027, -0.0101], [-0.0015, 0.0017, 0.0311], [0.0097, 0.0143, 0.0463], [-0.0261, 0.0000, 0.0051], [0.0334, -0.0031, 0.0035]],
  "e_homo_ev": -6.7,
  "gap_ev": 6.592,
  "energy_ha": -6384.5156,
  "total_charge": 0
}